# 1
{"formula": "C14H16O", "method": "the ωB97M-V functional and the def2-TZVPD basis", "lumo_ev": 0.74, "smiles": "Cc1ccc(O)cc1.Cc1ccccc1", "total_energy_ha": -618.28239, "homo_energy_ev": -8.74, "charge": 0, "mol_weight_g_mol": 200.3, "de_lowest_kj_mol": 88.2, "symbols": ["C", "C", "C", "C", "C", "O", "C", "C", "H", "H", "H", "H", "H", "H", "H", "H", "C", "C", "C", "C", "C", "C", "C", "H", "H", "H", "H", "H", "H", "H", "H"], "positions_angstrom": [[0.92551, -3.86706, 2.00689], [0.53595, -2.43740, 2.28569], [0.88555, -1.42793, 1.34082], [0.54918, -0.10655, 1.58441], [-0.14983, 0.19347, 2.76407], [-0.41518, 1.56573, 2.87078], [-0.54184, -0.75584, 3.64619], [-0.26793, -2.11170, 3.34031], [1.96844, -4.09145, 2.25481], [0.80131, -4.04236, 0.94472], [0.28447, -4.54377, 2.61299], [1.51890, -1.76510, 0.53585], [0.90144, 0.70772, 0.96722], [-1.38693, 1.65091, 2.80118], [-0.99147, -0.45838, 4.59930], [-0.63315, -2.79547, 4.08796], [-2.42134, 1.08121, -2.36911], [-0.99539, 1.48256, -2.42836], [-0.02083, 0.49678, -2.41266], [1.32874, 0.76995, -2.55479], [1.77781, 2.03464, -2.88529], [0.83638, 3.07706, -2.89330], [-0.50643, 2.76632, -2.67604], [-2.64355, 0.35956, -1.59555], [-2.72618, 0.79228, -3.39025], [-3.04088, 1.93961, -2.06164], [-0.33734, -0.53426, -2.30723], [2.02607, -0.05366, -2.65843], [2.81859, 2.32191, -2.94682], [1.11672, 4.12954, -2.75688], [-1.19678, 3.62168, -2.70683]]}



# 2
{"formula": "C3HN2OS", "method": "the ωB97M-V functional and the def2-TZVPD basis", "lumo_ev": -7.17, "total_energy_ha": -697.48968, "homo_energy_ev": -16.97, "charge": 1, "mol_weight_g_mol": 113.1, "de_lowest_kj_mol": 27.5, "symbols": ["C", "C", "C", "N", "N", "O", "S", "H"], "positions_angstrom": [[0.55052, -1.37760, 0.09963], [-0.70276, -0.68889, -0.06731], [0.56763, 1.37110, -0.03351], [1.43674, -2.09766, 0.06904], [-0.57596, 0.77714, -0.02352], [-1.76593, -1.18365, -0.08007], [2.02617, 1.77816, 0.02565], [-1.53642, 1.42140, 0.01010]]}



# 3
{"formula": "C3H10O3", "method": "the ωB97M-V functional and the def2-TZVPD basis", "lumo_ev": [-2.96, -9.51], "total_energy_ha": -345.61755, "homo_energy_ev": [-15.63, -14.79], "charge": 1, "mol_weight_g_mol": 94.1, "de_lowest_kj_mol": 188.0, "multiplicity": 2, "symbols": ["C", "O", "C", "C", "O", "H", "H", "H", "H", "H", "H", "H", "H", "H", "H", "O"], "positions_angstrom": [[-1.62077, 0.26143, -0.53478], [-2.12754, 1.53025, -0.25305], [-0.55598, -0.04182, 0.52511], [0.51726, -0.90849, -0.19903], [0.18024, -2.27788, -0.05294], [-2.47457, -0.43752, -0.39375], [-1.42060, 0.27692, -1.60683], [-2.41474, 2.06890, -0.99177], [-0.11595, 0.88856, 0.86923], [-1.07331, -0.70194, 1.20936], [0.47361, -0.86997, -1.29201], [1.55281, -0.64797, 0.07440], [0.39122, -2.56319, 0.86805], [3.05823, 1.53154, -0.07542], [2.69300, 1.11969, 1.35340], [2.93708, 0.77148, 0.50003]]}



# 4
{"formula": "C44H110N8O15", "method": "the ωB97M-V functional and the def2-TZVPD basis", "lumo_ev": 0.33, "smiles": "COCCNCCOC.COCCNCCOC.COCCNCCOC.COCCNCCOC.COCCNCCOC.COCCNCCOC.COCCNCCOC.CC(N)=O", "total_energy_ha": -3308.58624, "homo_energy_ev": -8.22, "charge": 0, "mol_weight_g_mol": 991.4, "symbols": ["C", "O", "C", "C", "N", "C", "C", "O", "C", "H", "H", "H", "H", "H", "H", "H", "H", "H", "H", "H", "H", "H", "H", "H", "C", "O", "C", "C", "N", "C", "C", "O", "C", "H", "H", "H", "H", "H", "H", "H", "H", "H", "H", "H", "H", "H", "H", "H", "C", "O", "C", "C", "N", "C", "C", "O", "C", "H", "H", "H", "H", "H", "H", "H", "H", "H", "H", "H", "H", "H", "H", "H", "C", "O", "C", "C", "N", "C", "C", "O", "C", "H", "H", "H", "H", "H", "H", "H", "H", "H", "H", "H", "H", "H", "H", "H", "C", "O", "C", "C", "N", "C", "C", "O", "C", "H", "H", "H", "H", "H", "H", "H", "H", "H", "H", "H", "H", "H", "H", "H", "C", "O", "C", "C", "N", "C", "C", "O", "C", "H", "H", "H", "H", "H", "H", "H", "H", "H", "H", "H", "H", "H", "H", "H", "C", "O", "C", "C", "N", "C", "C", "O", "C", "H", "H", "H", "H", "H", "H", "H", "H", "H", "H", "H", "H", "H", "H", "H", "C", "C", "N", "O", "H", "H", "H", "H", "H"], "positions_angstrom": [[1.19890, -0.33256, -7.34468], [2.62029, -0.04389, -7.24331], [2.92975, 0.78801, -6.10339], [2.08602, 2.15912, -6.20720], [2.53440, 3.39968, -5.52205], [1.50287, 4.45323, -5.54422], [1.95277, 5.86395, -4.99013], [3.09664, 6.34153, -5.75647], [2.84797, 6.97990, -6.98138], [0.70050, -0.54204, -6.39820], [1.21540, -1.20610, -7.99642], [0.73334, 0.50679, -7.86123], [3.98528, 1.05910, -6.08202], [2.65529, 0.23665, -5.20408], [1.02913, 1.94886, -6.04327], [1.96752, 2.35614, -7.27267], [3.36800, 3.71795, -5.99524], [0.72824, 4.14402, -4.84249], [0.98793, 4.59818, -6.49392], [2.19393, 5.84376, -3.92733], [1.07522, 6.50876, -5.03712], [2.48559, 8.00473, -6.90082], [2.13387, 6.38189, -7.54756], [3.72892, 7.00816, -7.62265], [-7.26322, -2.13449, 0.27217], [-6.72625, -3.52772, 0.27397], [-7.75376, -4.47949, 0.00856], [-7.07084, -5.84417, -0.16660], [-6.24215, -5.86582, -1.42448], [-5.45318, -7.10996, -1.35537], [-4.38379, -7.20353, -2.48588], [-3.31722, -6.41464, -2.05231], [-2.27256, -6.23394, -3.01624], [-8.09874, -1.95567, 0.94895], [-7.42034, -1.70634, -0.71783], [-6.48029, -1.48810, 0.66880], [-8.26796, -4.09792, -0.87354], [-8.43203, -4.52078, 0.86082], [-7.79047, -6.65905, -0.24556], [-6.57403, -5.88619, 0.80268], [-5.58396, -5.10151, -1.47648], [-5.95288, -8.06474, -1.51909], [-4.86725, -7.02824, -0.43989], [-4.82228, -6.68951, -3.34122], [-3.98090, -8.17623, -2.76806], [-1.79836, -7.16436, -3.32855], [-1.53149, -5.56346, -2.58109], [-2.63797, -5.79390, -3.94411], [-4.05349, -2.61647, 5.34445], [-3.09381, -1.50132, 5.34203], [-3.61544, -0.43971, 4.53185], [-2.60153, 0.71759, 4.44442], [-2.61585, 1.59660, 5.63497], [-1.65788, 2.66349, 5.53379], [-0.22307, 2.17669, 6.02279], [-0.17211, 2.19432, 7.41724], [0.97031, 1.42216, 7.90501], [-5.01626, -2.43929, 5.82382], [-3.46396, -3.40060, 5.81953], [-4.40365, -2.87833, 4.34600], [-4.57921, -0.05174, 4.86159], [-3.68734, -0.85265, 3.52567], [-2.77121, 1.25990, 3.51425], [-1.62819, 0.22811, 4.47771], [-2.42782, 1.00606, 6.43247], [-2.10667, 3.46183, 6.12484], [-1.48073, 3.00692, 4.51458], [0.45387, 2.92734, 5.61491], [0.02356, 1.17944, 5.65843], [0.79704, 0.35492, 7.76694], [1.17503, 1.63337, 8.95457], [1.84361, 1.82896, 7.39514], [7.42735, -4.72642, 2.94609], [6.38266, -5.10474, 2.05628], [6.66194, -6.01948, 1.08696], [5.34086, -6.27310, 0.33268], [4.25717, -6.46333, 1.24393], [2.99777, -6.58434, 0.50975], [1.79579, -6.65515, 1.48709], [1.63062, -5.39447, 2.11735], [0.42657, -5.29674, 2.94968], [8.19924, -4.28438, 2.31609], [7.68352, -5.69263, 3.38074], [7.04642, -4.02870, 3.69186], [6.96747, -6.91989, 1.61989], [7.54181, -5.76800, 0.49478], [5.51813, -7.18572, -0.23636], [5.17039, -5.45653, -0.36893], [4.22300, -5.76430, 1.97213], [2.95464, -7.47766, -0.11332], [2.98655, -5.74823, -0.18946], [1.88248, -7.44737, 2.23071], [0.86901, -6.80132, 0.93228], [0.38612, -4.27151, 3.31761], [0.27859, -6.02239, 3.74946], [-0.50560, -5.36943, 2.38945], [3.65982, -0.54611, 3.42871], [4.84182, 0.23800, 3.69251], [5.33277, 0.08575, 4.96250], [6.67971, 0.85042, 5.03902], [6.37718, 2.26832, 5.30093], [6.26523, 3.09734, 4.12454], [6.70390, 4.54142, 4.55030], [7.92895, 4.48898, 5.40070], [9.13892, 4.15134, 4.75539], [3.87536, -1.61103, 3.34150], [3.01899, -0.27540, 2.58957], [2.97019, -0.44399, 4.26662], [5.57716, -0.96192, 5.13786], [4.57327, 0.44345, 5.65771], [7.25076, 0.68308, 4.12579], [7.34040, 0.46815, 5.81714], [6.95336, 2.70186, 6.00815], [5.21845, 3.21276, 3.84343], [6.88173, 2.76964, 3.28750], [5.86427, 4.95048, 5.11225], [6.95327, 5.13951, 3.67383], [9.48335, 4.78734, 3.93993], [8.91762, 3.16434, 4.34924], [9.89008, 4.10867, 5.54408], [-4.77239, -4.90474, -7.76792], [-4.34645, -3.73801, -7.19006], [-5.29733, -3.31473, -6.23691], [-4.68012, -2.16496, -5.47188], [-4.58664, -0.92387, -6.23087], [-3.60522, 0.01037, -5.70500], [-3.51699, 1.25068, -6.60467], [-2.86788, 0.89900, -7.78035], [-2.81026, 1.91590, -8.80827], [-4.02466, -5.30275, -8.45391], [-5.79151, -4.82161, -8.14550], [-4.87551, -5.74491, -7.08121], [-5.50135, -4.13875, -5.55319], [-6.25615, -2.97610, -6.62947], [-3.68389, -2.38537, -5.08843], [-5.26747, -1.92233, -4.58630], [-4.28331, -1.25068, -7.13712], [-2.62307, -0.42773, -5.52735], [-3.81206, 0.29969, -4.67466], [-3.02043, 2.09371, -6.12422], [-4.51356, 1.59270, -6.88389], [-2.47658, 2.86848, -8.39675], [-3.80913, 2.18158, -9.15435], [-2.25922, 1.64457, -9.70873], [-3.78250, 9.60231, 3.54849], [-2.62298, 8.85789, 3.36732], [-1.53240, 9.56692, 4.03891], [-0.22319, 8.63577, 4.22850], [0.26610, 8.02663, 2.93534], [1.23583, 6.99444, 3.15465], [1.50184, 6.08732, 1.94130], [0.37112, 5.34824, 1.61781], [0.73714, 4.07295, 1.10645], [-4.01420, 9.75558, 4.60249], [-4.54372, 8.91795, 3.17390], [-3.81193, 10.57834, 3.06417], [-1.86906, 10.00251, 4.97967], [-1.23079, 10.41877, 3.42943], [-0.56690, 7.78579, 4.81799], [0.62588, 9.12812, 4.70261], [-0.49995, 7.64911, 2.39614], [0.77159, 6.28466, 3.83935], [2.19927, 7.29677, 3.56510], [2.31038, 5.40141, 2.19407], [1.79098, 6.77179, 1.14380], [1.43683, 4.21252, 0.28239], [-0.20332, 3.64469, 0.75973], [1.13093, 3.36269, 1.83348], [-0.32779, -1.99580, -1.88153], [-1.66589, -2.07241, -1.07729], [-2.20525, -3.24746, -0.80307], [-2.17383, -1.08970, -0.61189], [0.32620, -2.81955, -1.59545], [0.20480, -1.08606, -1.60434], [-0.56753, -2.00288, -2.94481], [-2.12451, -4.09666, -1.34385], [-2.78227, -3.23383, 0.02576]]}